Computed, not measured: 4 unconnected molecules or ions with the total composition C4H15NO3 in a non-equilibrium geometry, with ωB97M-V with the def2-TZVPD basis set.

```
! RIJCOSX wB97M-V def2-TZVPD def2/J DEFGRID3
* xyz 0 1
C 0.412 -2.031 -1.524
C 0.919 -0.839 -2.161
C 1.707 -1.005 -3.287
C -0.491 0.601 -0.755
N 0.569 0.391 -1.731
H -0.567 -2.255 -1.926
H 0.351 -2.111 -0.441
H 0.916 -3.110 -1.673
H 1.900 -2.071 -3.715
H 2.407 -0.313 -3.556
H -1.373 -0.214 -0.735
H -0.881 1.626 -0.962
H -0.102 0.889 0.252
H 0.706 1.240 -2.386
H -0.132 3.394 1.828
H 0.466 2.055 1.281
O 0.215 2.929 1.066
H -2.393 5.069 3.121
H -2.011 4.743 1.705
O -1.746 4.573 2.657
H 0.308 -4.040 4.640
H -0.953 -5.062 4.289
O -0.224 -4.460 4.015
*
```

Properties
HOMO-LUMO gap   7.7 eV
Structure (SMILES)   C=C(C)NC.O.O.O